Entry 1:
# C6H9NS

The molecule C6H9NS (ωB97M-V/def2-TZVPD, OMol25).

```
17
C6H9NS | OMol25 | ωB97M-V/def2-TZVPD
C -2.163 0.019 -0.312
C 0.022 -0.962 -0.232
C 1.286 -1.762 0.032
C 1.016 0.881 0.266
C 0.955 2.164 0.047
C -0.010 0.023 0.889
H -2.958 0.309 0.476
H -1.612 1.049 -0.788
H -2.636 -0.439 -1.438
H -0.013 -0.634 -1.252
H 1.339 -2.326 0.984
H 1.628 -2.383 -0.732
H 1.688 2.779 -0.426
H -0.034 2.745 0.232
H 0.249 -0.390 1.810
N -1.170 -0.812 0.511
S 2.413 -0.261 -0.068
```

The SMILES is C=C1SC[C@@H]2[C@@H]1N2C. The energy relative to the best compared isomer or geometry (same formula, charge and spin) is 133.39 kcal per mole. As for the HOMO energy: -8.5 eV.

***

Entry 2:
# C2H8N2O2

The molecule C2H8N2O2 (ωB97M-V/def2-TZVPD, OMol25).

```
14
C2H8N2O2 | OMol25 | ωB97M-V/def2-TZVPD
C -1.171 0.265 0.111
C 0.124 -0.528 0.470
N 2.291 0.177 -0.052
N -2.055 -0.446 -0.770
O 1.101 0.281 1.023
O -0.827 1.471 -0.511
H -0.050 1.814 -0.048
H -1.714 0.455 1.052
H 2.952 -0.422 0.444
H 2.760 1.073 -0.206
H -1.645 -0.536 -1.693
H -2.292 -1.359 -0.405
H 0.611 -0.837 -0.507
H -0.086 -1.410 1.092
```

The SMILES is NOC[C@H](N)O. The energy relative to the best compared isomer or geometry (same formula, charge and spin) is 85.28 kcal per mole. As for the HOMO energy: -9.0 eV.

***

Entry 3:
# C44H64Ca2Cl6F2NO14S2

A structure of composition C44H64Ca2Cl6F2NO14S2 (ωB97M-V/def2-TZVPD, OMol25).

```
135
C44H64Ca2Cl6F2NO14S2 | OMol25 | ωB97M-V/def2-TZVPD
C 6.026 -2.977 0.536
C 6.562 -1.772 1.511
C 5.607 -0.442 1.565
C 4.942 0.001 0.135
C 5.901 0.916 -0.828
C 5.727 0.652 -2.437
C 4.179 0.577 -2.969
C 3.630 1.930 -3.715
C 1.987 1.833 -3.818
C 1.205 2.337 -2.446
C 1.710 3.829 -1.969
C 2.761 3.582 -0.701
C 1.920 3.521 0.729
C 1.584 5.077 1.129
C 0.475 5.258 2.323
C -0.809 4.224 2.227
C -1.816 4.627 0.977
C -2.459 3.316 0.199
C -3.674 2.590 1.073
C -4.269 3.247 2.469
C -5.454 2.518 3.386
C -6.075 1.081 2.891
C -5.501 0.434 1.487
C -4.317 1.165 0.558
C -3.863 0.380 -0.844
O -3.685 0.980 -2.023
C -3.693 -1.275 -0.674
C -2.449 -2.067 -1.390
O -1.475 -1.292 -2.223
C -2.346 -3.695 -1.124
C -3.488 -4.423 -0.180
C -4.773 -3.622 0.512
C -4.870 -2.005 0.261
C -6.063 -1.036 0.921
O -7.359 -1.387 0.956
H 5.020 -3.470 0.915
H 6.848 -3.828 0.489
H 5.886 -2.622 -0.594
H 6.572 -2.222 2.617
H 7.699 -1.508 1.285
H 4.718 -0.588 2.333
H 6.270 0.437 2.024
H 4.525 -0.875 -0.518
H 3.998 0.681 0.405
H 7.030 0.638 -0.564
H 5.791 2.057 -0.520
H 6.223 1.586 -2.991
H 6.358 -0.287 -2.813
H 4.152 -0.290 -3.789
H 3.386 0.278 -2.162
H 4.028 1.890 -4.832
H 4.031 2.920 -3.237
H 1.562 2.371 -4.789
H 1.710 0.679 -3.926
H 0.060 2.395 -2.693
H 1.374 1.530 -1.607
H 2.339 4.269 -2.867
H 0.848 4.578 -1.706
H 3.485 4.527 -0.674
H 3.337 2.573 -0.873
H 2.629 2.983 1.522
H 0.971 2.858 0.510
H 1.233 5.732 0.224
H 2.605 5.553 1.519
H 0.113 6.392 2.273
H 1.027 5.160 3.366
H -0.434 3.111 2.185
H -1.419 4.320 3.247
H -1.136 5.221 0.197
H -2.623 5.357 1.424
H -1.577 2.514 0.148
H -2.762 3.529 -0.913
H -3.859 4.269 2.894
H -5.889 2.992 4.385
H -6.900 0.455 3.456
H -1.864 -1.326 -3.161
H -1.436 -4.277 -1.624
H -3.435 -5.590 0.000
H -5.594 -4.181 1.173
C 7.318 -5.355 -2.269
C 7.401 -4.636 -3.610
O 8.758 -4.630 -4.056
O 8.164 -4.707 -1.321
H 6.295 -5.355 -1.883
H 7.665 -6.390 -2.362
H 7.091 -3.592 -3.505
H 6.777 -5.120 -4.366
H 8.989 -5.544 -4.298
H 8.956 -4.422 -1.819
Ca 1.741 3.442 -5.861
N -7.009 0.600 7.381
S -5.805 0.013 8.201
O -5.818 0.208 9.647
O -4.492 0.007 7.568
F -6.166 -1.547 8.121
S -6.972 2.171 7.347
O -8.221 2.780 6.890
O -5.771 2.822 6.840
F -6.972 2.591 8.886
C -6.731 -4.016 -4.416
C -7.970 -4.183 -4.889
C -9.151 -4.007 -4.022
O -10.286 -4.161 -4.453
C -8.911 -3.638 -2.612
C -7.672 -3.471 -2.139
C -6.491 -3.647 -3.007
O -5.356 -3.493 -2.576
H -5.854 -4.142 -5.039
H -8.163 -4.452 -5.921
H -9.788 -3.512 -1.990
H -7.479 -3.202 -1.108
C -3.040 4.668 -6.662
Cl -1.318 4.947 -6.378
Cl -4.030 5.653 -5.578
H -3.277 4.930 -7.696
H -3.264 3.613 -6.487
C 6.440 -7.328 2.242
C 5.599 -7.641 1.011
O 6.458 -8.061 -0.051
O 7.397 -6.318 1.929
H 5.816 -6.976 3.068
H 6.996 -8.214 2.566
H 5.076 -6.744 0.666
H 4.866 -8.427 1.212
H 6.807 -8.938 0.188
H 7.688 -6.499 1.014
C -6.371 5.665 10.015
Cl -6.578 6.903 11.265
Cl -6.483 6.386 8.400
Cl -4.822 4.828 10.217
H -7.175 4.931 10.121
Cl -1.186 2.324 -4.055
Ca -7.186 3.551 1.622
O 5.051 4.405 -6.354
H 5.778 4.059 -5.871
```

The total charge is +1. As for the HOMO energy: -9.0 eV.

***

Entry 4:
# C47H47As2NiP2Si

A structure of composition C47H47As2NiP2Si (ωB97M-V/def2-TZVPD, OMol25).

```
100
C47H47As2NiP2Si | OMol25 | ωB97M-V/def2-TZVPD
Ni 0.183 0.282 0.531
C -1.894 2.554 2.489
Si -1.278 1.961 0.831
C -0.612 3.474 -0.067
C -1.137 4.764 0.095
C -0.657 5.823 -0.656
C 0.364 5.620 -1.583
C 0.902 4.357 -1.747
C 0.412 3.295 -0.987
P 1.089 1.611 -1.060
C 2.874 1.986 -0.941
C 3.719 2.171 -2.033
C 5.044 2.541 -1.840
C 5.533 2.749 -0.558
C 4.690 2.591 0.535
C 3.374 2.207 0.341
C 0.841 1.086 -2.783
C -0.254 1.546 -3.508
C -0.478 1.088 -4.801
C 0.395 0.180 -5.382
C 1.490 -0.286 -4.663
C 1.703 0.159 -3.368
C -2.826 1.513 -0.161
C -3.894 2.400 -0.335
C -4.993 2.046 -1.101
C -5.055 0.792 -1.704
C -4.024 -0.113 -1.520
C -2.928 0.254 -0.743
P -1.620 -0.875 -0.219
C -1.679 -2.248 -1.413
C -2.214 -3.504 -1.140
C -2.236 -4.481 -2.130
C -1.741 -4.208 -3.396
C -1.225 -2.950 -3.680
C -1.192 -1.979 -2.694
C -2.350 -1.594 1.321
C -3.490 -1.069 1.923
C -3.960 -1.591 3.124
C -3.305 -2.648 3.735
C -2.172 -3.188 3.138
C -1.704 -2.664 1.944
H -2.658 3.315 2.309
H -1.107 3.007 3.097
H -2.362 1.752 3.058
H -1.928 4.947 0.814
H -1.073 6.814 -0.522
H 0.745 6.452 -2.162
H 1.712 4.202 -2.450
H 3.350 2.026 -3.040
H 5.693 2.676 -2.696
H 6.565 3.040 -0.412
H 5.063 2.766 1.537
H 2.712 2.083 1.191
H -0.942 2.255 -3.062
H -1.334 1.449 -5.356
H 0.228 -0.160 -6.396
H 2.177 -0.991 -5.114
H 2.561 -0.203 -2.814
H -3.857 3.393 0.102
H -5.805 2.750 -1.237
H -5.915 0.521 -2.304
H -4.076 -1.099 -1.968
H -2.621 -3.729 -0.166
H -2.651 -5.456 -1.908
H -1.766 -4.971 -4.164
H -0.846 -2.724 -4.669
H -0.790 -0.999 -2.924
H -4.019 -0.243 1.465
H -4.849 -1.170 3.577
H -3.679 -3.057 4.665
H -1.651 -4.018 3.601
H -0.826 -3.104 1.490
C 1.605 -2.851 -1.208
As 1.713 -1.468 0.140
C 3.622 -1.093 0.101
C 1.739 -2.488 1.797
C 2.100 -3.829 1.870
C 2.198 -4.452 3.107
C 1.956 -3.732 4.270
C 1.582 -2.398 4.196
C 1.454 -1.778 2.957
As 0.800 0.043 2.752
C 2.204 1.061 3.627
C -0.562 0.093 4.130
H 0.627 -3.326 -1.189
H 2.390 -3.585 -1.040
H 1.744 -2.399 -2.187
H 4.149 -2.041 0.208
H 3.872 -0.440 0.933
H 3.914 -0.602 -0.827
H 2.304 -4.400 0.973
H 2.471 -5.498 3.162
H 2.048 -4.214 5.235
H 1.383 -1.855 5.112
H 2.258 0.755 4.671
H 1.977 2.125 3.571
H 3.161 0.870 3.145
H -0.230 -0.441 5.018
H -1.473 -0.364 3.749
H -0.751 1.130 4.392
```

The total charge is +1. The energy relative to the best compared isomer or geometry (same formula, charge and spin) is 4.16 kcal per mole. As for the HOMO energy: -10.3 eV.